No. 1
ORCA calculation (the ωB97M-V functional and the def2-TZVPD basis) on a 6-piece molecular cluster, C43H55BBrCl overall in a non-equilibrium geometry.

Output
LUMO energy = 0.34 eV
gap between HOMO and LUMO = 7.569 eV
F_max = 0.05547 hartree/bohr
SMILES = CC(C)=CCC[C@H](C)CCB(Br)C[C@H](C)Cl.c1ccccc1.c1ccccc1.c1ccccc1.c1ccccc1.c1ccccc1

Structure (XYZ):
```
101
Properties=species:S:1:pos:R:3:forces:R:3
H 3.04140 -1.36187 -1.67702 -0.68 0.26 0.10
C 2.86068 2.57048 -1.70874 1.21 0.47 -1.36
H 0.50872 2.69557 2.36580 -0.30 -0.35 0.57
H 6.82456 -6.45536 -1.30669 -0.01 0.02 0.01
H 3.45054 11.01251 -4.64667 0.00 -0.03 0.01
H 0.56853 0.37995 -2.19064 0.53 0.27 0.32
H 1.84687 7.04597 -4.72216 -0.06 -0.02 -0.02
H -0.19232 -1.14909 0.03451 0.09 0.56 -0.32
C -0.64012 -5.44498 -1.95346 -0.04 0.02 0.01
H 0.05747 -5.90902 -2.64029 -0.02 0.02 0.02
H -6.14776 -3.51433 3.88063 0.02 -0.01 0.01
H 2.02271 0.21164 0.57043 -0.41 0.10 -0.66
H 2.16859 4.65494 -4.64008 -0.42 0.04 0.58
H 3.78294 2.61903 -1.09070 -0.86 0.00 0.09
C -2.78306 -3.13361 3.73624 -0.02 -0.01 -0.02
C -2.00650 -5.64821 -2.10699 0.00 0.05 0.06
C -0.64572 0.24341 1.68832 1.64 -0.01 0.54
C 5.21772 -5.14112 -0.75878 0.01 0.02 -0.02
C -0.16969 -4.64564 -0.91918 -0.02 0.00 0.01
H 1.51184 9.48909 -4.82640 0.02 -0.02 0.00
C 2.69741 7.70818 -4.64358 0.18 0.08 0.00
B 3.10463 3.48560 -3.01435 -0.67 0.25 0.73
C 7.40980 -4.39227 -1.41175 -0.06 0.00 0.02
H 0.38072 2.93627 -2.77300 -0.16 0.57 -0.45
H -2.01467 -2.67296 3.12539 -0.02 0.00 0.02
H 1.26566 -1.45388 2.65008 -0.18 0.53 0.36
C 0.36783 2.01025 3.22726 0.01 -1.07 0.50
Br 4.84315 3.62386 -3.94667 -0.66 -0.43 0.56
H 2.40050 -0.08195 2.72774 -0.31 -0.49 0.57
H -0.56502 2.26292 3.77154 0.48 0.10 -0.25
H -4.39519 -2.47669 2.47746 0.00 0.00 0.02
H -3.12397 -3.80023 0.50585 0.02 -0.03 -0.01
C 5.71076 -2.78669 -0.83868 0.00 -0.06 0.00
C -2.43039 -3.83702 4.88136 -0.06 0.00 -0.01
H 8.42101 -4.61507 -1.72947 -0.03 0.01 0.01
C -9.22429 -0.19828 4.09782 0.00 -0.01 0.06
C -0.17342 -0.05524 0.23253 -0.06 -1.02 1.05
C -4.75236 -4.30557 5.30813 0.03 0.01 -0.01
H -10.65522 -0.74129 7.12100 0.02 0.00 -0.02
H -5.52052 -4.75874 5.92330 0.02 0.00 -0.03
H -1.70222 0.16993 2.00955 0.29 1.64 -0.87
C -7.68104 -1.28561 5.59129 -0.02 0.00 0.03
C 4.81574 -3.82137 -0.59406 0.04 0.00 -0.02
H 5.72479 10.08933 -4.34968 -0.02 -0.01 -0.01
C 4.87612 9.42165 -4.43546 -0.02 -0.05 -0.01
H 1.72440 5.30117 -3.03969 0.40 -0.55 0.00
H 1.58514 -1.72759 -2.60415 0.06 0.17 0.72
C 0.52895 3.59025 -3.65420 0.18 0.09 -1.09
C 0.33588 0.57200 2.64561 -1.21 -0.43 0.07
H 3.65766 0.57043 -2.20110 -0.61 0.26 0.18
C 1.50744 0.28083 -1.60775 1.41 -1.16 0.90
C 1.40738 -0.45398 3.09952 1.30 1.52 -2.03
C -7.96823 -0.73778 4.34714 -0.04 -0.02 0.02
H 2.44777 1.17511 -3.34173 0.25 -0.32 0.62
H 1.48573 -0.50849 4.19992 -0.39 0.10 -0.50
H -7.21217 -0.73191 3.57074 -0.01 0.00 0.02
H -0.91191 0.41706 -0.45586 0.29 -0.36 0.55
H -2.37457 -6.26973 -2.91412 0.01 0.02 0.02
H -11.16831 0.22644 4.90399 0.02 -0.01 0.01
H 0.89482 -4.48181 -0.80032 -0.01 -0.02 -0.02
C 2.50889 9.08438 -4.70135 0.03 -0.05 0.00
H 0.79630 3.43195 -5.79938 -0.39 -0.50 0.30
C 5.06633 8.04602 -4.38299 -0.06 0.03 0.00
H 7.70830 -2.26642 -1.42877 -0.02 -0.02 0.00
H -0.69549 -3.43448 0.77424 -0.02 -0.02 0.00
C -3.41501 -4.42567 5.66599 -0.01 0.05 -0.05
C 7.00879 -3.07260 -1.24351 -0.02 -0.02 0.00
C 1.93303 -1.24517 -1.66277 0.21 0.01 -0.55
C 2.68402 1.09505 -2.24834 -0.92 0.80 -0.57
H 1.10957 1.66914 0.13281 0.17 -0.47 -0.34
C 3.59797 9.94028 -4.59910 0.00 -0.02 0.01
H 6.06440 7.64270 -4.26003 -0.03 0.00 0.00
H 5.39673 -1.75728 -0.71249 0.01 -0.02 0.01
H -6.70245 -1.70890 5.78399 -0.02 0.02 -0.01
C -10.19068 -0.19827 5.09665 0.06 -0.02 0.00
C 1.88770 4.36061 -3.60406 0.19 -0.68 -0.62
C -1.06366 -4.05540 -0.03462 0.02 -0.01 -0.03
C -9.90228 -0.74288 6.34209 0.02 -0.01 -0.03
H 0.92568 1.83509 -4.96432 -0.22 0.50 0.00
H 4.14333 6.10847 -4.44675 -0.13 0.44 -0.04
H -1.38823 -3.92662 5.16288 -0.02 0.00 -0.01
C -2.90134 -5.05301 -1.22473 0.09 -0.01 -0.02
C -4.12027 -3.02097 3.37345 0.04 -0.03 0.06
H -8.42613 -1.71957 7.55768 0.00 0.02 -0.02
Cl -0.81156 4.85777 -3.68444 0.36 -0.51 0.30
C 6.51318 -5.42677 -1.17210 0.00 0.07 0.01
H -3.13987 -4.97713 6.55669 -0.01 0.02 -0.02
H -9.45002 0.22303 3.12579 0.01 0.00 0.03
H 1.26520 2.14727 3.87044 -0.74 -0.13 -0.08
H 3.80439 -3.59843 -0.27490 0.02 0.00 -0.01
C -8.64904 -1.29031 6.58851 -0.02 0.04 -0.07
C -5.10507 -3.60518 4.16107 0.03 0.00 -0.03
H 1.58100 -1.81676 -0.78212 -0.06 0.26 -0.63
H -3.96637 -5.20784 -1.34671 0.03 -0.01 0.01
H 1.96954 2.99252 -1.20986 0.54 -0.46 0.03
C 0.36895 2.79342 -4.99922 0.18 0.33 0.59
C 3.97866 7.18645 -4.48766 -0.02 -0.09 0.00
C -2.42860 -4.25999 -0.18622 -0.02 0.01 -0.03
C 1.22426 0.59346 -0.10610 -1.18 -0.33 -0.03
H 4.52065 -5.94766 -0.56559 0.02 0.02 -0.01
H -0.69800 2.58322 -5.21385 0.69 0.09 0.17
```
Positions in Å, forces in eV/Å.


No. 2
ORCA calculation (the ωB97M-V functional and the def2-TZVPD basis) on a 3-piece molecular cluster, C2H10NO3 overall in a non-equilibrium geometry.

Output
total charge = -1
LUMO energy = 4.19 eV
energy relative to the best compared isomer or geometry (same formula, charge and spin) = 0.518 eV
gap between HOMO and LUMO = 8.003 eV
F_max = 0.04305 hartree/bohr

Structure (XYZ):
```
16
Properties=species:S:1:pos:R:3:forces:R:3
H 0.04584 0.27989 -2.29500 0.04 0.09 0.21
H -1.00677 -1.53552 -0.04132 -0.38 0.41 -0.35
C -0.98762 0.38476 -1.93047 0.66 -0.31 -0.55
H -1.41592 1.25963 -2.43308 -0.13 -0.09 0.10
H -0.15982 2.04458 1.96507 0.18 0.01 0.18
O 0.62164 1.61555 2.33415 -0.29 0.52 0.18
H 0.62908 0.74216 1.83827 0.18 -0.48 -0.34
O 1.52745 -1.48229 -1.24007 0.55 0.28 0.71
H 1.12414 -1.09286 -0.36235 -0.52 -0.10 -0.07
H 2.42215 -1.34054 -0.90319 0.27 -0.29 -0.62
O 0.50311 -0.56463 0.91072 -0.37 0.14 -0.71
H -0.90434 1.44423 -0.20555 0.28 -0.20 0.35
H -1.44738 -0.44906 1.31144 -0.35 0.03 -0.40
H -1.48599 -0.50980 -2.31974 -0.24 0.08 0.22
C -0.80772 -0.54414 0.40927 1.29 -0.51 1.72
N -1.13248 0.51046 -0.50494 -1.18 0.43 -0.63
```
Positions in Å, forces in eV/Å.


No. 3
ORCA calculation (the ωB97M-V functional and the def2-TZVPD basis) on one molecule with the formula C2H4S2 in a non-equilibrium geometry.

Output
LUMO energy = -0.65 eV
energy relative to the best compared isomer or geometry (same formula, charge and spin) = 3.120 eV
gap between HOMO and LUMO = 8.058 eV
F_max = 0.10859 hartree/bohr
SMILES = CSC=S

Structure (XYZ):
```
8
Properties=species:S:1:pos:R:3:forces:R:3
C 1.87323 -0.03876 0.15376 -3.59 -4.17 -0.97
S -0.32601 -0.28926 0.17685 0.09 -0.46 0.45
H 1.95916 -0.81531 -0.71572 0.45 2.04 1.69
H -2.32832 1.15368 -0.81733 0.00 1.88 -1.02
H 2.14840 0.94333 0.10636 0.94 2.27 -0.59
C -2.12835 0.29953 -0.27441 3.26 -0.89 0.61
H 1.95600 -0.49960 1.15478 0.06 0.32 -0.69
S -3.15411 -0.75362 0.21572 -1.21 -0.99 0.53
```
Positions in Å, forces in eV/Å.


No. 4
ORCA calculation (the ωB97M-V functional and the def2-TZVPD basis) on C6H13NO2 as an isolated structure in a non-equilibrium geometry.

Output
LUMO energy (spin up / spin down) = -0.74 / -0.74 eV
energy relative to the best compared isomer or geometry (same formula, charge and spin) = 4.868 eV
gap between HOMO and LUMO (spin up / spin down) = 6.725 / 6.726 eV
F_max = 0.03327 hartree/bohr

Structure (XYZ):
```
22
Properties=species:S:1:pos:R:3:forces:R:3
H 1.64901 -2.19502 -0.55056 -0.03 0.01 0.00
H 0.57216 -0.26418 -1.60852 -0.20 0.06 0.05
H 2.02554 1.57789 -1.43875 -0.06 0.13 0.15
C 1.06581 -1.57128 0.12392 0.07 0.04 0.00
O -1.49532 -0.54341 -1.51710 -0.20 0.49 0.18
C 2.11888 0.96732 -0.51899 0.46 -0.99 -0.26
C 0.23753 0.86261 0.18557 -1.57 -0.56 -0.37
H 1.64445 -1.41154 1.03309 -0.02 0.03 0.02
O 3.09168 0.81582 0.14181 -0.59 0.22 -0.16
H -2.77607 -0.41573 0.12573 -0.04 -0.01 0.02
H 0.15067 -2.10878 0.38625 0.02 0.03 -0.04
H -0.43879 0.41685 2.14777 -0.01 0.00 -0.12
C -2.40147 -1.11817 -0.64732 0.03 0.10 -0.18
H 1.31265 0.62523 2.04427 0.01 0.01 -0.01
H -3.29163 -1.50253 -1.17437 0.01 -0.01 0.10
H -0.96393 2.46829 -0.08519 0.12 0.02 0.09
H -1.98340 -1.98195 -0.08904 -0.04 0.00 -0.02
N -0.57353 1.65344 -0.53396 0.01 -0.39 0.14
C 0.35833 0.99556 1.67512 0.26 0.17 -0.07
C 0.67820 -0.29047 -0.53308 1.18 1.11 0.48
H -1.22679 0.98145 -1.14220 0.58 -0.42 0.00
H 0.24601 2.03860 1.97554 0.00 -0.04 -0.01
```
Positions in Å, forces in eV/Å.


No. 5
ORCA calculation (the ωB97M-V functional and the def2-TZVPD basis) on C9H4F12MnNO6S3Sb as an isolated structure.

Output
expectation value of S² = 8.842
LUMO energy (spin up / spin down) = -3.35 / -4.35 eV
energy relative to the best compared isomer or geometry (same formula, charge and spin) = 1.126 eV
2S+1 = 6
gap between HOMO and LUMO (spin up / spin down) = 7.203 / 7.012 eV
F_max = 0.01479 hartree/bohr

Structure (XYZ):
```
37
Properties=species:S:1:pos:R:3:forces:R:3
F 1.32504 5.05653 0.27598 0.25 0.16 0.03
N -3.34481 0.14216 1.80291 0.01 0.06 -0.07
F -3.21714 -2.62853 2.46026 -0.01 -0.04 0.01
O 3.21634 -0.83938 0.44152 0.06 -0.05 0.02
H 1.56978 1.07230 5.62576 0.00 0.00 0.00
F -4.34765 3.71826 0.75117 0.01 0.03 -0.03
F -1.94198 4.02647 -0.81863 -0.26 -0.16 -0.01
C 2.72486 0.00154 2.58864 0.01 0.00 0.02
F -1.18841 -1.87875 2.33629 0.04 0.03 0.04
F -1.00167 4.86418 1.30230 -0.14 0.11 0.33
S 0.21104 0.97076 3.33123 -0.28 -0.10 -0.24
O -1.62248 -0.27592 -0.00511 0.12 -0.23 0.27
C 4.02047 -0.26819 2.97310 0.03 -0.01 0.00
F -4.08213 1.99764 -0.55204 0.01 0.00 -0.01
C 2.27308 0.69165 4.89712 0.05 -0.02 -0.01
O -3.38874 2.23059 3.13768 -0.02 -0.06 -0.02
Sb -0.18737 4.04235 -0.15992 0.64 0.31 -0.27
C 3.57073 0.41016 5.25110 -0.02 0.01 0.00
F -0.08669 2.20991 -0.85994 -0.26 -0.42 -0.06
H 5.47667 -0.28391 4.54630 -0.01 0.00 0.00
F -1.94869 -3.20930 0.80365 0.04 -0.03 0.02
O -3.85375 -1.26936 -0.24244 0.02 0.01 0.09
C 1.82112 0.50688 3.56212 0.03 0.04 0.05
Mn -0.23350 0.98152 0.91735 0.09 0.27 0.18
S -2.84695 -0.79488 0.63553 0.02 0.19 -0.20
O -1.82206 2.06108 1.24323 -0.37 0.01 0.24
S -3.13854 1.68694 1.85410 0.26 0.00 -0.06
C -4.37006 2.40773 0.67126 0.04 -0.08 0.09
C 2.40200 -0.32168 1.15141 -0.20 0.17 -0.01
H 3.90024 0.56113 6.26959 0.00 0.00 -0.01
C 4.45031 -0.06446 4.28398 0.03 0.00 0.00
F 0.29096 4.56853 -1.88635 -0.02 0.05 -0.27
H 4.69607 -0.65317 2.22201 0.00 0.00 0.01
O 1.18177 -0.05655 0.70030 0.09 -0.25 -0.34
F -5.56194 1.94730 1.02902 -0.02 0.05 -0.03
C -2.26799 -2.23100 1.63354 -0.04 -0.03 -0.08
F 0.70929 2.84586 1.19288 -0.23 0.00 0.31
```
Positions in Å, forces in eV/Å.


No. 6
ORCA calculation (the ωB97M-V functional and the def2-TZVPD basis) on C30H27Br2Cl2LaN3O8P3Se as an isolated structure in a non-equilibrium geometry.

Output
LUMO energy = -1.99 eV
gap between HOMO and LUMO = 5.443 eV
F_max = 0.06540 hartree/bohr

Structure (XYZ):
```
77
Properties=species:S:1:pos:R:3:forces:R:3
H 1.83548 -4.49860 -1.96489 -0.54 -0.78 -0.08
Cl 2.98914 3.87147 -0.68935 -0.38 0.48 -0.09
C -1.97425 1.46752 2.52347 0.77 -0.78 0.38
C 2.46495 -1.13117 2.00343 1.23 -0.78 1.78
C 4.31460 -1.62470 -1.43529 -1.40 1.42 1.63
C -1.86636 1.60474 3.93531 0.07 -0.33 -0.34
C 2.84359 0.31119 -5.42751 -1.06 -0.58 -2.32
C 0.49446 -0.05188 -5.04950 -1.81 1.50 0.54
C -4.03575 2.61525 4.14260 1.97 -1.04 -0.58
C 1.68750 4.47046 0.31569 -1.34 0.84 1.72
H 5.52506 -2.77890 -2.87488 0.66 0.58 0.58
C 3.77202 -2.11058 3.74882 -0.06 -0.95 1.19
C -5.37008 2.99421 0.69952 1.66 -0.46 0.95
O -4.52351 -2.70624 -1.47699 0.41 0.69 0.48
H 2.13115 1.26612 -2.27381 -0.04 0.59 0.69
C -4.08035 2.65882 2.72619 -1.20 0.56 -0.83
H 5.04203 -0.81096 -1.27319 -0.64 -0.27 -0.19
C 1.62321 -0.17032 -5.91015 1.87 0.26 1.95
N -0.47960 0.55666 -2.91778 0.28 0.63 -2.84
H 1.62281 -3.13351 0.06334 -0.57 0.55 -0.44
C 0.64935 0.53508 -3.67361 -0.88 -2.01 -0.31
C -4.51226 2.24716 -1.54025 0.90 1.53 -0.24
C 1.96272 0.92911 -3.26573 -0.92 0.52 -0.58
H 2.76855 -2.99806 5.43670 -0.43 0.93 -0.73
H 3.75090 0.11088 -6.05503 -0.91 0.62 0.72
H 4.58072 0.34000 0.76089 0.33 0.15 0.23
C 2.63073 -2.37453 4.51871 0.01 0.08 0.12
C 1.41358 -1.90257 4.05584 0.92 -0.06 0.15
C 2.29170 -2.84323 -0.74149 0.79 1.36 -0.68
C 4.66922 -2.67829 -2.22381 -1.17 -1.59 -1.62
H -3.57107 2.26020 -2.14043 -0.48 -0.52 0.61
H 3.78016 1.04875 -0.60474 0.33 0.67 -1.04
Se -1.89124 0.25934 -4.15211 1.75 -0.92 0.58
O -1.18034 0.66006 1.85346 -0.08 1.14 -0.21
N -3.20514 1.98311 0.53196 1.03 -0.24 -0.74
P -4.30201 -1.24858 -0.85060 0.27 -1.00 0.78
O -1.67117 -2.71137 2.24477 -0.30 0.27 -0.70
O -2.47389 -3.95635 0.11700 0.89 3.15 0.78
H 3.78119 1.66142 -4.02323 0.53 -0.21 0.23
H 1.49390 5.59107 0.29906 0.87 -1.50 -0.34
O -5.63490 -0.75312 -0.41092 2.13 0.18 -0.41
H -3.85691 -3.39207 -1.27856 0.25 0.18 0.28
C -4.28016 2.40792 -0.05412 -1.60 0.42 0.14
C 3.67790 0.83259 0.42690 -0.11 -0.73 0.59
O -3.26804 -0.46566 -1.67673 -0.86 0.26 -0.39
La -1.27878 0.23657 -0.49069 -0.13 0.45 1.46
H 4.68618 -2.45003 4.18208 0.74 -0.19 -0.10
H 1.55649 -0.71169 -6.82032 -0.12 -0.27 -0.65
C 3.73184 -1.54391 2.52167 -0.88 0.22 -0.99
H -4.99838 3.18363 -1.90370 -0.21 -0.89 0.26
H -5.09909 1.34719 -1.69767 -0.10 0.11 -0.32
H 3.44759 1.71448 0.99767 0.06 0.26 0.20
C 3.04346 -1.63737 -0.70807 1.15 -1.22 0.36
H 3.98862 -4.52375 -3.15136 -0.27 0.52 0.05
N -0.78357 -0.23969 -5.45099 1.15 0.75 0.98
H 0.36610 -1.14625 2.35102 0.08 0.64 0.28
C -3.05792 2.12835 1.86864 -0.85 -0.39 2.60
O -3.08993 -1.40302 0.49467 -0.96 -1.14 -0.35
C 2.91451 1.06075 -4.22379 0.23 -0.92 0.40
Br -0.26684 0.96054 4.77653 -0.58 0.15 -0.24
C -5.27524 3.14432 2.06421 0.90 0.07 -0.81
Br -5.53767 3.12061 5.12158 -0.27 0.14 0.67
O -0.67594 -1.91398 0.08822 -2.00 -1.27 0.66
H -6.01916 3.68716 2.66050 0.16 -0.54 -0.48
P 2.31493 -0.35964 0.44858 -0.18 0.22 -2.27
C 1.34653 -1.28172 2.79448 -0.55 -1.02 0.10
C 3.72083 -3.68745 -2.49479 -0.03 0.33 0.31
H 1.84128 4.15080 1.38231 0.09 0.30 -1.22
Cl 0.02989 3.81731 -0.07889 0.56 -0.11 -0.18
H -2.91653 1.89669 5.82078 0.36 0.11 0.33
H -2.22293 -3.38770 2.65593 -0.04 -0.03 -0.05
H 0.56329 -1.96494 4.70152 -0.63 -0.26 -0.11
H -6.20932 3.28774 0.13903 -1.02 0.47 -0.41
P -1.97929 -2.60614 0.66582 0.40 -1.89 -1.02
H 4.63724 -1.56999 1.91782 -0.19 0.44 0.02
C -2.90684 2.04439 4.75912 -1.23 0.84 -1.35
C 2.50907 -3.69569 -1.81087 1.21 -0.70 0.49
```
Positions in Å, forces in eV/Å.